Entry from the Open Molecules 2025 dataset: 2 unconnected molecules or ions with the total composition CHN2O5 (wB97M-V/def2-TZVPD).

Geometry (Å):
O  2.32181  1.29659  -0.66841
O  -2.65264  -1.29702  0.03961
O  -1.82917  0.65810  0.63090
O  2.80900  -0.52059  0.30554
O  0.80391  0.05161  -0.19757
N  -0.66606  -1.13004  -0.34036
N  2.06530  0.22335  -0.22185
C  -1.68532  -0.52352  0.15143
H  -1.16684  1.24152  0.30072

The value obtained for the energy above the lowest of the compared OMol25 structures with the same formula, charge and spin is 303.2 kJ/mol. The calculation puts the gap between HOMO and LUMO at 0.328 Eh. Its charge is -1. The multiplicity is 1. Its total energy is -524.25636 Eh.

The Löwdin scheme yields these atomic charges, measured in e: number 1, O, carries 0.01; number 2, O, carries 0.01; number 3, O, carries 0.15; number 4, O, carries 0.05; number 5, O, carries -0.11; number 6, N, carries 0.27; number 7, N, carries -0.62; number 8, C, carries -0.86; number 9, H, carries 0.10